Density functional theory data (ωB97M-V/def2-TZVPD) for a molecular structure, C11H27LiN3O7 at a distorted geometry.

```
49
Properties=species:S:1:pos:R:3:forces:R:3
Li -1.325 0.375 0.384 -1.0957 1.4125 -2.0381
O -3.306 0.695 0.039 -0.4602 -2.3353 -1.2277
C -4.191 -0.049 -0.822 2.0079 2.4941 1.5994
C -3.873 -0.267 -2.417 0.5283 2.0285 0.2161
O -3.255 0.758 -3.156 -0.8900 -0.7535 1.2403
H -5.111 0.507 -0.640 -0.8218 0.0272 -1.1540
H -4.424 -1.039 -0.430 0.1641 -0.9432 -0.1022
H -4.840 -0.477 -2.875 -0.4542 -0.5967 -0.0729
H -3.161 -1.078 -2.570 0.0637 -0.4621 0.2995
O -0.668 1.666 -1.146 1.4825 -1.0902 0.3885
C 0.066 2.820 -1.485 -1.7659 -1.4799 -0.2664
C 0.591 3.059 -2.989 -2.8749 -1.0636 -1.5586
O -0.272 2.734 -4.085 1.2522 0.5395 1.8236
H 0.871 2.851 -0.752 1.3878 0.7029 0.1345
H -0.634 3.613 -1.221 -0.0063 1.0926 -0.2507
H 1.527 2.518 -3.127 0.9712 -0.3527 0.2695
H 0.747 4.134 -3.085 0.7426 0.8283 0.5801
C 1.322 -0.999 -2.940 -2.6892 1.6521 -1.0107
O 0.290 -0.707 -3.518 0.4838 -1.2912 -0.6893
N 1.648 -0.515 -1.794 0.5746 1.9139 5.1970
N 2.323 -1.766 -3.338 1.3811 -2.9682 -2.8180
H 1.041 0.163 -1.356 -0.8313 0.7928 0.0822
H 2.504 -0.791 -1.335 -0.3386 0.3654 -0.0370
H 3.169 -1.748 -2.787 -0.0153 -0.0838 -1.0415
H 2.242 -1.920 -4.333 0.9467 -0.3756 0.1122
C -1.061 -2.733 -0.794 -0.7820 1.3488 -0.0136
O -1.006 -1.688 0.167 0.1354 -0.3604 1.5882
C -0.348 -2.104 1.361 -1.0994 0.0994 0.0666
C -0.671 -1.148 2.546 1.0765 -0.0452 -1.4668
N -0.331 0.223 2.142 0.1118 -0.2413 1.0100
C 1.075 0.545 1.883 0.3480 0.4691 0.1976
C 2.151 0.255 2.983 -0.8164 0.9646 -1.5828
O 2.018 1.264 3.997 -0.6764 -0.8650 -0.8273
C 3.036 1.349 4.929 0.9032 -0.4077 -0.4304
H -1.895 -2.369 -1.395 0.6053 -0.2172 -0.8869
H -1.414 -3.687 -0.401 0.2918 -0.1886 0.5406
H -0.081 -2.799 -1.265 -0.2313 -0.2266 -0.4852
H 0.704 -2.213 1.098 0.4072 0.0578 0.5296
H -0.767 -3.077 1.621 0.2369 -0.3817 0.1964
H -0.119 -1.425 3.444 0.2573 -0.4955 0.1146
H -1.728 -1.182 2.808 -0.0692 0.0060 -0.3532
H -0.608 0.777 2.940 -0.2399 0.5993 -0.2273
H 1.080 1.614 1.669 0.0247 0.2150 0.3206
H 1.400 0.204 0.901 -0.0901 -0.7515 0.1152
H 3.094 0.361 2.446 0.4157 0.2843 0.1871
H 2.119 -0.798 3.263 -0.2186 -0.0182 0.9408
H 3.026 0.497 5.610 -0.3840 0.2496 0.7841
H 3.021 2.356 5.346 -0.2560 -0.3273 0.5426
H 4.023 1.240 4.479 0.3068 0.1783 -0.5363
```
Positions in Å, forces in eV/Å.

Calculated values
multiplicity	2
net charge	-2
largest force on an atom	5.6	eV/A
energy	-30843.6302	eV